1.
The following is a DFT calculation (ωB97M-V/def2-TZVPD) of a cluster of 3 separate species, C18H47N6O5 in total.

Each line ends with the Löwdin charge.
Positions of all 76 atoms, in Å:
N 0.16106 -2.68084 -1.75413  0.10
C -0.01616 -3.96777 -1.08264  -0.65
N 0.11757 -3.73405 0.37183  0.09
N 0.89594 -4.90105 -1.69550  0.09
C -1.45423 -4.51901 -1.27839  -0.08
C -2.50620 -3.43192 -1.33942  -0.22
C -3.89530 -3.91432 -1.72337  -0.14
O -4.48703 -4.53492 -0.59665  -0.10
C -4.93275 -3.58201 0.35251  -0.16
C -3.99436 -2.37660 0.42036  -0.08
N -2.61074 -2.82393 0.06992  0.10
H 0.19053 -1.91815 -1.08715  0.06
H 1.02924 -2.66356 -2.27257  0.09
H 0.30391 -4.60794 0.85460  0.09
H 0.92395 -3.12746 0.53966  0.05
H 0.67567 -5.85972 -1.45058  0.09
H 1.84980 -4.72948 -1.39135  0.09
H -1.52601 -5.14767 -2.16650  0.13
H -1.67161 -5.16107 -0.41778  0.13
H -2.15005 -2.62457 -1.97928  0.15
H -3.81354 -4.65713 -2.51430  0.14
H -4.52441 -3.09727 -2.09117  0.14
H -4.97002 -4.10752 1.30593  0.14
H -5.94004 -3.22573 0.11455  0.14
H -4.25107 -1.59741 -0.29481  0.14
H -3.97395 -1.93784 1.41602  0.14
H -2.25644 -3.51438 0.73617  0.16
H -1.95361 -2.04895 0.14231  0.16
C 4.28920 0.93291 5.30794  -0.11
O 3.02133 1.07557 4.69679  -0.20
C 2.93496 2.14082 3.75863  -0.21
C 2.64211 1.59378 2.38046  -0.22
N 3.75792 0.80379 1.89359  -0.04
C 3.55862 0.17273 0.60248  -0.19
C 2.35833 -0.74682 0.41917  -0.23
O 2.42024 -1.98114 1.13125  -0.22
C 2.06107 -1.90846 2.50352  -0.09
H 4.18847 0.17492 6.08193  0.09
H 5.06052 0.61901 4.59583  0.08
H 4.61591 1.86810 5.77233  0.09
H 3.86459 2.71675 3.74957  0.13
H 2.12131 2.80469 4.06433  0.12
H 2.47186 2.42318 1.68735  0.12
H 1.69874 1.03074 2.43994  0.10
H 4.02157 0.12506 2.59590  0.09
H 4.46422 -0.38154 0.34756  0.13
H 3.45029 0.96814 -0.14274  0.11
H 2.32164 -1.02292 -0.63850  0.11
H 1.42482 -0.22479 0.65838  0.10
H 1.28231 -1.15888 2.67044  0.09
H 2.91225 -1.66675 3.14137  0.09
H 1.68085 -2.88754 2.79697  0.08
C -1.48174 4.14676 -4.69328  -0.12
O -0.64256 4.81310 -3.77430  -0.20
C -1.32040 5.68549 -2.87757  -0.21
C -1.13256 5.21535 -1.45269  -0.21
N -1.77460 3.92689 -1.25165  -0.05
C -1.52841 3.30413 0.03685  -0.20
C -0.09223 2.94236 0.40011  -0.23
O 0.45543 1.89918 -0.39477  -0.21
C 1.05346 2.31888 -1.61082  -0.09
H -0.83649 3.61705 -5.39151  0.09
H -2.14772 3.42615 -4.20278  0.08
H -2.10209 4.85195 -5.25493  0.09
H -2.38485 5.72893 -3.12577  0.12
H -0.89927 6.68799 -2.98460  0.13
H -1.58061 5.94852 -0.77487  0.13
H -0.05263 5.20071 -1.24706  0.11
H -1.49971 3.30158 -1.99801  0.08
H -2.12396 2.38744 0.08552  0.11
H -1.90957 3.96936 0.81941  0.12
H -0.09378 2.56865 1.42762  0.11
H 0.56724 3.81701 0.37107  0.11
H 1.55721 3.28242 -1.49301  0.10
H 0.33248 2.41178 -2.42648  0.07
H 1.79408 1.56922 -1.88926  0.08

Forces on atoms 1 to 6 (eV/Å):
-0.093 0.018 0.168
-0.238 0.138 -0.012
0.075 0.197 -0.061
0.215 -0.186 0.202
0.085 -0.121 0.070
0.181 0.175 0.283

Values from the calculation:
energy	-1418.44969	Eh
strongest force on any atom	0.378	eV/A
orbital gap	8.1	eV
HOMO level	-10.745	eV
LUMO energy	-2.7	eV
charge	+1



2.
The following is a DFT calculation (ωB97M-V/def2-TZVPD) of a cluster of 2 separate species, C6H8FN in total at a distorted geometry.

Each line ends with the natural charge from an NBO analysis.
Positions of all 16 atoms, in Å:
C 0.52691 0.60297 -2.26401  -0.46
C 0.00797 1.58234 -1.26042  -0.18
C 0.27340 -0.69870 -2.03389  0.45
C -1.17611 1.56539 -0.60422  -0.41
C -0.14838 -0.96400 3.14985  -0.51
C 0.77542 -0.88235 2.16946  0.25
N 0.03333 -1.92854 -2.09311  -0.66
F 1.57238 0.17753 2.07705  -0.33
H 1.20622 0.90940 -3.10818  0.26
H 0.74392 2.29142 -0.93674  0.20
H -1.84441 0.75137 -0.80100  0.20
H -1.41222 2.46643 -0.05353  0.21
H -0.80295 -1.76011 3.36466  0.22
H -0.28966 -0.06080 3.70310  0.20
H 1.12560 -1.70650 1.53536  0.17
H -0.59141 -2.34585 -2.84437  0.40

Forces on atoms 1 to 6 (eV/Å):
-0.153 -1.198 1.075
-0.677 -0.435 0.358
-0.750 -1.610 -2.734
1.904 0.380 -1.535
1.603 1.377 -1.772
-0.854 -1.819 1.643

Values from the calculation:
SMILES	C=CC=C=N.C=CF
energy	-387.90592	Eh
ΔE to the lowest compared entry with this formula, charge and spin	83.0	kcal per mole
strongest force on any atom	3.260	eV/A
orbital gap	9.1	eV
HOMO level	-8.410	eV
LUMO energy	0.7	eV



3.
The following is a DFT calculation (ωB97M-V/def2-TZVPD) of a cluster of 2 separate species, C5H12O2 in total.

Each line ends with the natural charge from an NBO analysis.
Positions of all 19 atoms, in Å:
C 1.03471 1.41531 1.18203  0.05
O 0.49043 0.25599 0.91682  -0.53
C 0.15226 0.05785 -0.49490  0.09
C 1.34961 -0.55915 -1.19414  -0.63
C -1.09468 -0.80833 -0.55258  -0.46
C -2.34140 -0.15431 0.04099  -0.06
O -2.33114 -0.09578 1.44989  -0.72
H 2.80196 1.28104 0.74990  0.02
H 3.13211 0.76820 1.21353  0.02
H 1.25269 1.37488 2.27288  0.10
H -0.04480 1.06126 -0.88892  0.20
H 1.63550 -1.49973 -0.71154  0.22
H 2.20779 0.11881 -1.18035  0.23
H 1.10030 -0.76763 -2.23980  0.22
H -0.90346 -1.75914 -0.03937  0.22
H -1.27931 -1.03660 -1.60966  0.22
H -2.47129 0.84805 -0.40352  0.15
H -3.22331 -0.74307 -0.22978  0.18
H -1.46794 0.24236 1.71852  0.47

Forces on atoms 1 to 6 (eV/Å):
-0.461 -0.088 0.076
0.172 0.370 0.011
-0.101 -0.065 -0.242
0.023 -0.018 -0.002
0.001 -0.041 0.002
-0.074 -0.049 -0.416

Values from the calculation:
energy	-348.03157	Eh
ΔE to the lowest compared entry with this formula, charge and spin	108.7	kcal per mole
strongest force on any atom	0.542	eV/A
orbital gap	9.5	eV
HOMO level	-8.830	eV
LUMO energy	0.6	eV



- Among the records above, which one has the highest strongest force on any atom?
  C6H8FN